Record 1
Formula: C31H44BBr6O21S3
Source: OMol25
Level of theory: wB97M-V/def2-TZVPD

```
106
Properties=species:S:1:pos:R:3
O -0.31 0.47 -3.67
C 0.22 0.38 -2.53
O -0.06 0.96 -1.35
B 0.92 0.62 -0.33
O 1.85 -0.22 -1.08
C 1.40 -0.37 -2.32
O 1.83 -1.17 -3.21
O 0.30 0.03 0.87
C 0.45 0.86 1.95
O 0.13 0.66 3.11
C 1.41 1.97 1.43
O 1.64 1.82 0.13
O 1.98 2.85 2.05
Br 5.95 -3.34 -5.53
C 4.11 -3.53 -4.77
C 3.06 -4.01 -5.77
Br 1.27 -4.14 -4.92
H 3.82 -2.49 -4.60
H 4.31 -4.12 -3.87
H 3.33 -5.02 -6.08
H 3.12 -3.38 -6.66
Br 4.06 0.65 -6.98
C 4.25 0.80 -4.99
C 3.42 1.91 -4.45
Br 3.79 2.05 -2.45
H 5.30 0.87 -4.69
H 4.08 -0.21 -4.62
H 2.34 1.73 -4.51
H 3.67 2.84 -4.95
Br 4.95 -0.07 3.24
C 3.68 -1.08 4.43
C 2.56 -1.81 3.62
Br 1.46 -3.06 4.71
H 3.40 -0.32 5.16
H 4.17 -1.95 4.87
H 2.98 -2.43 2.83
H 1.96 -1.04 3.12
O -5.07 -0.71 4.33
S -4.05 0.29 4.76
O -4.12 0.99 6.06
O -2.57 -0.36 4.58
C -2.44 -1.73 4.24
C -2.37 -2.00 2.72
C -4.01 1.50 3.42
H -3.16 -2.40 4.71
H -1.55 -2.19 4.67
H -1.36 -1.87 2.33
H -3.19 -1.53 2.18
H -2.57 -3.07 2.63
H -4.82 2.24 3.50
H -4.04 0.93 2.49
H -3.05 2.01 3.49
O -2.02 6.87 0.19
S -1.50 5.50 0.54
O -1.42 5.03 1.99
O -2.25 4.21 -0.28
C -2.38 3.00 0.39
C -2.78 1.83 -0.46
C 0.28 5.27 -0.19
H -3.18 3.11 1.12
H -1.51 2.87 1.04
H -2.65 0.88 0.05
H -2.29 1.90 -1.44
H -3.83 2.03 -0.70
H 0.28 4.32 -0.73
H 0.95 5.05 0.64
H 0.64 6.15 -0.72
O 0.63 1.76 9.54
S 1.70 2.65 9.11
O 3.15 2.52 9.45
O 1.59 3.03 7.42
C 2.06 2.06 6.48
C 1.21 0.84 6.44
C 0.99 4.21 9.58
H 3.10 1.85 6.74
H 2.11 2.53 5.50
H 0.21 1.10 6.77
H 1.45 0.06 7.16
H 1.12 0.39 5.45
H 0.04 4.41 9.07
H 1.73 4.96 9.29
H 0.82 4.05 10.64
C -1.83 -4.05 -3.03
C -1.65 -2.83 -2.52
C -2.77 -1.88 -2.38
O -2.70 -0.74 -2.25
C -4.06 -2.48 -2.81
C -4.16 -3.71 -3.37
C -3.10 -4.61 -3.57
O -3.22 -5.65 -4.21
H -0.98 -4.71 -2.94
H -0.68 -2.52 -2.14
H -4.92 -1.83 -2.72
H -5.13 -4.13 -3.63
C -0.78 -2.16 -8.69
C -2.01 -2.46 -8.21
C -2.21 -2.58 -6.67
O -3.34 -2.82 -6.18
C -1.14 -1.95 -5.93
C 0.11 -1.69 -6.45
C 0.36 -1.81 -7.87
O 1.44 -1.50 -8.43
H -0.65 -2.33 -9.75
H -2.87 -2.64 -8.84
H -1.29 -1.83 -4.87
H 0.92 -1.31 -5.85
```

As for the spin multiplicity: 2. The expectation value of S² is 0.77. The HOMO-LUMO gap (alpha / beta) comes out at 5.449 / 2.794 eV.

---

Record 2
Formula: C6H6O3
Source: OMol25
Level of theory: wB97M-V/def2-TZVPD

```
15
Properties=species:S:1:pos:R:3
O 2.26 -1.13 0.86
C 1.20 -0.69 0.52
O 0.99 0.25 -0.38
C -0.35 0.70 -0.35
C -0.58 2.17 -0.24
C -0.93 1.48 -1.54
C -1.15 -0.27 0.42
O -1.07 -1.56 -0.13
C -0.17 -1.20 0.95
H -1.38 2.53 0.42
H 0.37 2.72 -0.32
H -0.26 1.62 -2.40
H -1.94 1.25 -1.78
H -2.05 0.08 0.89
H -0.28 -1.76 1.86
```

The HOMO-LUMO gap comes out at 10.885 eV. As for the SMILES: O=C1OC2(CC2)[C@H]2O[C@@H]12. The energy above the lowest of the compared OMol25 structures with the same formula, charge and spin comes out at 159.9 kJ/mol.

---

Record 3
Formula: C3H8BNO2
Source: OMol25
Level of theory: wB97M-V/def2-TZVPD

```
15
Properties=species:S:1:pos:R:3
B -0.75 -0.10 0.30
C -0.81 -0.41 -2.04
C 0.75 -0.48 -1.92
C 0.26 0.69 2.42
N -0.83 0.34 1.57
O -1.24 -0.68 -0.71
O 1.21 0.23 -0.90
H -1.25 0.56 -2.39
H -1.26 -1.15 -2.58
H 0.79 -1.61 -1.78
H 1.06 0.02 -2.90
H -0.07 1.24 3.26
H 0.73 -0.20 2.78
H 0.88 1.38 1.99
H -1.51 0.01 2.24
```

The HOMO-LUMO gap comes out at 8.388 eV. The energy above the lowest of the compared OMol25 structures with the same formula, charge and spin comes out at 364.3 kJ/mol.

---

Record 4
Formula: C53H76F8O25
Source: OMol25
Level of theory: wB97M-V/def2-TZVPD

```
162
Properties=species:S:1:pos:R:3
O 7.57 3.55 -2.51
C 7.60 4.37 -1.60
O 6.91 5.53 -1.57
C 6.99 6.18 -0.29
C 8.24 5.53 0.39
C 8.35 4.18 -0.28
H 6.10 5.86 0.26
H 7.16 7.24 -0.42
H 7.94 5.36 1.42
H 9.16 6.12 0.37
H 7.86 3.46 0.37
H 9.37 3.94 -0.54
O 7.58 -4.09 1.42
C 6.79 -4.70 0.68
O 6.82 -6.00 0.68
C 6.03 -6.47 -0.43
C 6.01 -5.38 -1.50
C 5.96 -4.20 -0.48
H 5.01 -6.71 -0.15
H 6.56 -7.31 -0.88
H 5.16 -5.48 -2.18
H 6.82 -5.40 -2.24
H 4.94 -4.07 -0.13
H 6.37 -3.26 -0.86
O 4.07 -1.15 8.12
C 5.15 -0.92 8.73
O 5.23 -1.31 9.97
C 6.59 -1.28 10.48
C 7.32 -0.32 9.48
C 6.49 -0.35 8.21
H 6.88 -2.33 10.48
H 6.73 -0.94 11.50
H 8.33 -0.65 9.29
H 7.28 0.70 9.86
H 6.83 -1.17 7.56
H 6.20 0.55 7.68
O -3.46 8.78 2.01
C -3.76 7.57 1.85
O -2.83 6.69 1.73
C -3.34 5.36 1.55
C -4.82 5.57 1.19
C -5.10 6.91 1.91
H -3.10 4.91 2.51
H -2.86 4.75 0.78
H -5.40 4.72 1.55
H -4.86 5.74 0.12
H -5.40 6.66 2.93
H -5.94 7.54 1.62
O -8.20 0.93 5.33
C -8.59 0.49 4.21
O -7.83 -0.18 3.39
C -8.39 -0.27 2.08
C -9.87 -0.09 2.32
C -9.90 0.77 3.59
H -8.16 -1.21 1.59
H -8.01 0.55 1.47
H -10.29 -1.08 2.50
H -10.32 0.40 1.46
H -10.71 0.52 4.28
H -10.16 1.82 3.46
O 7.12 -3.39 -7.12
C 6.19 -2.57 -7.28
O 4.98 -2.86 -7.83
C 4.14 -1.81 -7.66
C 4.74 -0.98 -6.52
C 6.25 -1.18 -6.73
H 3.13 -2.18 -7.45
H 4.15 -1.25 -8.59
H 4.40 -1.49 -5.62
H 4.52 0.08 -6.56
H 6.81 -1.16 -5.79
H 6.64 -0.43 -7.41
O 1.41 9.97 5.09
C 2.08 8.92 5.15
O 2.08 8.12 6.21
C 2.68 6.85 5.92
C 3.55 7.13 4.72
C 2.75 8.19 4.01
H 1.91 6.12 5.70
H 3.30 6.64 6.79
H 3.88 6.23 4.20
H 4.54 7.47 5.03
H 2.00 7.88 3.29
H 3.40 8.86 3.47
O -1.79 7.38 -5.27
C -0.74 7.00 -4.82
O -0.06 7.61 -3.79
C 1.09 6.89 -3.34
C 0.98 5.52 -4.10
C 0.00 5.80 -5.29
H 1.08 6.70 -2.27
H 2.02 7.42 -3.56
H 0.80 4.68 -3.44
H 1.96 5.32 -4.56
H -0.70 4.98 -5.42
H 0.48 5.91 -6.26
O -9.15 -7.59 -5.20
C -7.96 -7.84 -5.57
O -7.62 -8.75 -6.44
C -6.22 -8.94 -6.53
C -5.58 -7.99 -5.47
C -6.71 -7.14 -4.98
H -5.81 -8.77 -7.52
H -5.93 -9.94 -6.20
H -4.76 -7.52 -6.02
H -5.12 -8.49 -4.63
H -6.69 -6.12 -5.38
H -6.81 -7.05 -3.90
O -7.80 3.58 -3.86
C -7.40 3.86 -4.97
O -7.82 4.95 -5.59
C -7.36 5.05 -6.95
C -6.73 3.63 -7.22
C -6.33 3.19 -5.81
H -6.65 5.86 -7.15
H -8.21 5.14 -7.62
H -5.85 3.70 -7.86
H -7.46 2.93 -7.62
H -5.37 3.64 -5.58
H -6.22 2.11 -5.78
O 0.12 -7.17 -0.30
C -0.54 -8.23 -0.12
O -1.43 -8.71 -1.00
C -1.95 -9.97 -0.56
C -1.03 -10.47 0.57
C -0.42 -9.17 1.07
H -2.05 -10.70 -1.35
H -2.99 -9.97 -0.24
H -0.34 -11.19 0.13
H -1.72 -11.00 1.23
H 0.62 -9.21 1.40
H -1.01 -8.68 1.84
O 0.98 -4.51 4.03
C -0.01 -4.06 4.60
O -0.89 -3.25 3.99
C -1.99 -2.93 4.88
C -1.62 -3.41 6.32
C -0.59 -4.44 6.02
H -2.84 -3.44 4.42
H -2.13 -1.85 4.83
H -2.47 -3.84 6.84
H -1.16 -2.62 6.92
H -0.96 -5.45 6.19
H 0.21 -4.31 6.76
C 0.09 -0.65 -0.81
C -1.48 -0.67 -0.90
C -1.93 -2.09 -1.05
F -3.21 -2.21 -1.13
F -1.44 -2.57 -2.21
F -2.11 -0.14 0.13
F -1.87 0.02 -1.97
O 0.51 0.62 -0.34
C 1.76 0.89 0.14
C 2.07 0.30 1.51
F 3.32 0.66 1.83
F 1.25 0.77 2.46
F 2.64 0.43 -0.84
F 1.92 2.21 0.13
H 0.50 -0.87 -1.80
H 0.41 -1.41 -0.10
H -1.47 -2.78 -0.33
H 1.95 -0.78 1.45
```

The HOMO-LUMO gap comes out at 9.581 eV. The energy above the lowest of the compared OMol25 structures with the same formula, charge and spin comes out at 65.4 kJ/mol.

---

Record 5
Formula: C2H4N2O2
Source: OMol25
Level of theory: wB97M-V/def2-TZVPD

```
10
Properties=species:S:1:pos:R:3
N -1.28 -0.31 -0.19
C -0.96 0.73 0.49
O -1.23 1.62 1.20
N 0.98 0.89 -0.10
C 1.38 -0.36 0.05
O 0.89 -1.36 -0.58
H -2.23 -0.63 -0.07
H -0.26 -1.01 -0.60
H 0.60 1.00 -1.04
H 2.11 -0.58 0.84
```

The HOMO-LUMO gap comes out at 10.628 eV. The energy above the lowest of the compared OMol25 structures with the same formula, charge and spin comes out at 263.7 kJ/mol.

---

Record 6
Formula: C27H49FN2O4
Source: OMol25
Level of theory: wB97M-V/def2-TZVPD

```
83
Properties=species:S:1:pos:R:3
C 3.65 6.31 -2.86
C 3.89 5.63 -3.82
C 3.80 4.74 -5.02
C 3.94 3.24 -4.67
C 2.97 2.77 -3.53
C 1.60 3.44 -3.63
O 0.56 2.63 -3.03
C -0.71 3.02 -3.37
O -1.55 2.18 -3.40
C -1.02 4.48 -3.74
C -2.52 4.78 -3.88
F -0.49 5.39 -2.83
H 3.37 7.09 -2.19
H 2.86 4.92 -5.55
H 4.59 5.07 -5.71
H 4.96 3.10 -4.30
H 3.74 2.67 -5.58
H 3.48 3.05 -2.60
H 2.90 1.67 -3.51
H 1.38 3.62 -4.69
H 1.65 4.38 -3.06
H -0.54 4.67 -4.71
H -2.82 5.36 -3.00
H -3.15 3.89 -3.96
H -2.65 5.42 -4.77
C -2.87 -3.73 -2.04
C -3.63 -3.02 -0.89
C -4.84 -2.30 -1.50
C -4.43 -1.08 -2.32
C -3.57 -0.13 -1.48
C -2.38 -0.81 -0.78
N -2.76 -2.09 -0.12
O -3.38 -1.79 0.99
C -1.22 -1.06 -1.77
C -1.77 0.20 0.20
C -4.08 -4.18 0.00
H -3.48 -4.55 -2.43
H -2.67 -3.09 -2.90
H -1.93 -4.15 -1.69
H -5.53 -1.99 -0.72
H -5.40 -2.99 -2.14
H -3.89 -1.37 -3.22
H -5.32 -0.55 -2.66
H -3.20 0.68 -2.12
H -4.21 0.33 -0.73
H -0.40 -1.59 -1.27
H -0.82 -0.12 -2.14
H -1.50 -1.63 -2.66
H -2.50 0.57 0.93
H -1.39 1.07 -0.33
H -0.94 -0.25 0.75
H -3.21 -4.70 0.42
H -4.65 -4.91 -0.57
H -4.71 -3.86 0.83
C 0.44 -1.41 3.02
C 1.69 -2.27 3.31
C 1.27 -3.41 4.25
C 1.00 -2.90 5.66
C 2.19 -2.12 6.21
C 2.71 -1.02 5.28
N 2.82 -1.47 3.86
O 3.90 -2.19 3.77
C 1.80 0.23 5.35
C 4.04 -0.51 5.83
C 2.06 -2.82 1.92
H -0.28 -1.97 2.43
H -0.11 -1.12 3.91
H 0.70 -0.51 2.47
H 2.06 -4.17 4.29
H 0.38 -3.91 3.86
H 0.10 -2.28 5.69
H 0.79 -3.76 6.32
H 1.93 -1.69 7.18
H 3.00 -2.84 6.40
H 2.14 0.99 4.64
H 1.83 0.67 6.35
H 0.75 0.03 5.15
H 4.78 -1.30 5.94
H 3.90 -0.07 6.82
H 4.47 0.26 5.18
H 2.34 -2.00 1.26
H 1.21 -3.34 1.47
H 2.89 -3.53 1.95
```

As for the spin multiplicity: 3. The expectation value of S² is 2.01. The HOMO-LUMO gap (alpha / beta) comes out at 9.011 / 9.579 eV.

---

| no. | energy (eV) |
| --- | --- |
| 1 | -529287.80029 |
| 2 | -12459.44601 |
| 3 | -9500.85129 |
| 4 | -129117.65727 |
| 5 | -9212.48992 |
| 6 | -42675.56981 |